[1]
Below is a molecular structure, C32H46ClMnNO3P4, with properties calculated with ωB97M-V with the def2-TZVPD basis set.

Last column: Löwdin charge in e.
CARTESIAN COORDINATES (ANGSTROEM)
P 1.314 1.886 -1.323  1.100
C 0.887 3.588 -1.698  -0.313
C 1.678 4.652 -1.234  -0.068
H 2.529 4.451 -0.583  0.112
C 1.368 5.959 -1.610  -0.045
H 1.990 6.781 -1.252  0.122
C 0.270 6.210 -2.440  -0.034
H 0.037 7.231 -2.740  0.123
C -0.532 5.153 -2.882  -0.042
H -1.398 5.342 -3.521  0.124
C -0.230 3.844 -2.510  -0.065
H -0.855 3.016 -2.850  0.111
C 2.431 1.813 0.077  -0.329
C 1.997 2.337 1.308  -0.089
H 1.027 2.837 1.368  0.109
C 2.811 2.227 2.437  -0.049
H 2.451 2.605 3.396  0.122
C 4.087 1.667 2.322  -0.047
H 4.738 1.618 3.196  0.123
C 4.539 1.189 1.089  -0.049
H 5.545 0.777 0.991  0.123
C 3.710 1.240 -0.032  -0.061
H 4.061 0.880 -1.002  0.118
C 2.021 1.133 -2.792  -0.307
C 2.899 1.873 -3.606  -0.056
H 3.170 2.890 -3.319  0.119
C 3.416 1.303 -4.771  -0.038
H 4.109 1.876 -5.389  0.124
C 3.048 0.004 -5.140  -0.033
H 3.452 -0.440 -6.051  0.124
C 2.166 -0.732 -4.342  -0.041
H 1.869 -1.746 -4.615  0.120
C 1.657 -0.170 -3.169  -0.085
H 0.977 -0.742 -2.539  0.071
Mn -2.170 -0.668 0.421  0.269
C -1.255 -2.146 1.404  -0.142
C 0.088 -2.024 1.430  -0.347
H -1.766 -2.983 1.904  0.071
C 0.681 -0.872 0.604  -0.366
O 1.582 -1.484 -0.356  -0.048
H 2.096 -0.789 -0.808  0.062
C -0.376 -0.033 -0.079  -0.206
H 1.257 -0.187 1.272  0.129
C -0.208 1.028 -0.878  -0.178
Cl -3.603 0.787 -0.568  0.184
P -2.764 -2.222 -1.328  0.799
P -2.614 0.545 2.442  0.782
C -4.491 -2.187 -1.885  -0.252
H -4.731 -1.186 -2.261  0.032
H -5.145 -2.406 -1.024  0.019
H -4.643 -2.948 -2.661  0.069
C -1.782 -1.884 -2.823  -0.236
H -0.761 -2.264 -2.691  0.041
H -1.742 -0.803 -3.002  0.042
H -2.239 -2.376 -3.692  0.068
C -2.462 -3.980 -0.991  -0.231
H -3.062 -4.279 -0.122  0.057
H -1.399 -4.134 -0.767  0.035
H -2.745 -4.585 -1.864  0.070
C -4.369 0.661 2.887  -0.230
H -4.719 -0.320 3.237  0.048
H -4.952 0.920 1.993  0.037
H -4.507 1.428 3.660  0.068
C -1.770 -0.045 3.941  -0.237
H -0.686 -0.079 3.767  0.031
H -2.123 -1.059 4.169  0.056
H -1.979 0.617 4.792  0.068
C -2.032 2.261 2.272  -0.240
H -2.326 2.652 1.291  0.031
H -0.938 2.293 2.354  0.025
H -2.474 2.883 3.061  0.067
P 1.240 -3.155 2.281  0.898
C 0.371 -4.177 3.470  -0.157
C 2.432 -2.091 3.107  -0.157
H -0.395 -4.783 2.969  0.078
H -0.103 -3.550 4.239  0.077
H 1.103 -4.843 3.950  0.081
H 2.978 -1.484 2.372  0.058
H 3.136 -2.722 3.667  0.079
H 1.901 -1.425 3.802  0.072
C 2.052 -4.170 1.040  -0.158
H 1.296 -4.713 0.455  0.075
H 2.713 -4.889 1.542  0.077
H 2.627 -3.523 0.363  0.060
H -1.120 1.464 -1.306  0.040
O -6.414 -1.680 1.259  -0.096
N -5.388 -2.319 1.019  -0.379
O -4.545 -2.621 1.898  -0.191

For the lowest unoccupied orbital energy (alpha / beta), the calculation gives -7.41 / -6.47 eV. The calculation puts the HOMO-LUMO gap (alpha / beta) at 3.30 / 4.37 eV. As for the HOMO energy (alpha / beta): -10.71 / -10.84 eV. The max |F| comes out at 2.37 eV Å⁻¹. As for the total charge: +2. As for the spin multiplicity: 4. The expectation value of S² is 4.097. The total energy is -4503.4103 Eh.

***

[2]
Below is a molecular structure, C32H46CoNO4PS, with properties calculated with ωB97M-V with the def2-TZVPD basis set.

Last column: Löwdin charge in e.
CARTESIAN COORDINATES (ANGSTROEM)
Co 0.325 1.593 -0.235  0.232
O 2.195 1.213 -0.103  -0.237
N 3.018 2.268 -0.119  -0.157
C 4.302 2.033 0.233  -0.013
C 5.235 3.030 0.202  -0.061
C 4.839 4.310 -0.202  -0.065
C 3.526 4.528 -0.550  -0.088
C 2.582 3.499 -0.508  -0.634
S 0.930 3.715 -0.912  0.761
H 4.493 1.013 0.529  0.136
H 6.252 2.816 0.492  0.106
H 5.551 5.122 -0.236  0.108
H 3.177 5.501 -0.862  0.106
C -0.907 1.872 6.572  -0.085
O -2.010 2.441 5.899  -0.071
C -1.987 2.432 4.544  -0.281
C -3.120 3.009 3.933  -0.018
C -3.196 3.045 2.574  -0.027
C -2.176 2.523 1.732  -0.113
C -2.356 2.503 0.329  -0.369
C -3.615 3.055 -0.291  0.002
O -1.543 2.012 -0.507  -0.142
C -1.010 1.943 2.366  -0.330
O -0.032 1.427 1.741  -0.090
C -0.970 1.914 3.785  0.053
H -1.119 1.972 7.633  0.091
H 0.020 2.401 6.333  0.096
H -0.791 0.813 6.320  0.096
H -3.902 3.406 4.564  0.113
H -4.076 3.480 2.121  0.104
H -4.473 2.433 -0.032  0.091
H -3.490 3.056 -1.371  0.088
H -3.816 4.069 0.051  0.087
H -0.086 1.468 4.220  0.111
C 2.462 -3.659 1.302  -0.204
C 1.418 -2.902 2.136  -0.184
C 0.914 -1.652 1.404  -0.208
C 0.876 -1.921 -0.105  -0.402
C 2.337 -1.991 -0.596  -0.196
C 3.249 -2.683 0.435  -0.189
P -0.084 -0.594 -0.963  1.134
C 0.265 -0.693 -2.787  -0.393
C 1.502 0.124 -3.175  -0.221
C 1.515 0.395 -4.684  -0.184
C 0.991 -0.807 -5.489  -0.200
C 1.191 -2.097 -4.704  -0.202
C 0.302 -2.086 -3.455  -0.200
C -1.865 -1.079 -0.845  -0.394
C -2.466 -0.794 0.534  -0.208
C -3.958 -1.109 0.490  -0.178
C -4.190 -2.622 0.304  -0.188
C -2.938 -3.321 -0.233  -0.205
C -2.242 -2.505 -1.322  -0.186
H 1.970 -4.391 0.655  0.109
H 3.129 -4.228 1.953  0.105
H 1.850 -2.606 3.095  0.109
H 0.579 -3.566 2.363  0.105
H 1.581 -0.802 1.569  0.106
H -0.049 -1.333 1.803  0.089
H 0.385 -2.885 -0.285  0.110
H 2.696 -0.977 -0.765  0.079
H 2.389 -2.517 -1.551  0.101
H 3.708 -1.932 1.084  0.108
H 4.068 -3.191 -0.077  0.107
H -0.596 -0.142 -3.193  0.121
H 2.404 -0.416 -2.883  0.102
H 1.521 1.072 -2.627  0.076
H 2.536 0.634 -4.989  0.108
H 0.912 1.280 -4.901  0.110
H 1.482 -0.857 -6.462  0.105
H -0.078 -0.688 -5.690  0.110
H 2.243 -2.193 -4.422  0.111
H 0.952 -2.972 -5.312  0.109
H 0.646 -2.852 -2.756  0.090
H -0.711 -2.368 -3.748  0.105
H -2.330 -0.347 -1.518  0.108
H -2.287 0.241 0.820  0.075
H -1.994 -1.412 1.300  0.106
H -4.402 -0.555 -0.343  0.110
H -4.451 -0.751 1.396  0.110
H -5.027 -2.792 -0.377  0.105
H -4.470 -3.078 1.256  0.105
H -3.195 -4.308 -0.625  0.110
H -2.234 -3.496 0.584  0.105
H -2.906 -2.430 -2.187  0.118
H -1.365 -3.059 -1.660  0.078

For the lowest unoccupied orbital energy (alpha / beta), the calculation gives 0.58 / 0.57 eV. The calculation puts the HOMO-LUMO gap (alpha / beta) at 7.85 / 7.79 eV. As for the HOMO energy (alpha / beta): -7.28 / -7.22 eV. The max |F| comes out at 0.68 eV Å⁻¹. As for the spin multiplicity: 2. The expectation value of S² is 0.793. The total energy is -3725.0056 Eh.

***

[3]
Below is 9 unconnected molecules or ions with the total composition C32H47Br16ClFN2O7P, with properties calculated with ωB97M-V with the def2-TZVPD basis set.

Last column: Löwdin charge in e.
CARTESIAN COORDINATES (ANGSTROEM)
C -6.876 2.196 1.539  -0.168
C -5.724 2.731 0.542  -0.237
C -4.491 3.457 1.327  -0.581
Cl -4.568 3.196 3.165  0.583
C -3.062 3.136 0.703  -0.098
C -2.365 4.321 -0.067  0.015
C -0.971 4.229 -0.727  -0.016
C -0.231 2.844 -0.595  -0.124
P 1.505 2.792 -1.375  0.667
O 2.629 2.632 -0.347  -0.324
O 1.617 1.588 -2.604  -0.215
O 1.768 4.280 -2.204  -0.191
C -0.870 1.617 0.153  0.008
C -2.309 1.779 0.783  0.029
C -2.962 0.522 1.496  -0.206
O -4.175 0.397 1.813  0.022
C -2.037 -0.759 1.817  0.028
C -2.660 -1.918 2.754  -0.284
O -2.233 -2.087 3.926  0.050
N -3.708 -2.859 2.296  0.169
C -3.676 -3.080 0.855  -0.365
O -2.727 -3.519 0.192  0.113
F -4.896 -2.808 0.140  0.028
C -0.738 -0.902 1.273  0.000
C 0.122 -2.227 1.594  -0.190
N 0.615 -2.244 3.026  -0.005
C -0.121 0.226 0.293  -0.205
O 0.918 -0.115 -0.327  0.052
H -6.615 1.182 2.024  0.072
H -7.790 1.971 0.864  0.080
H -7.225 2.964 2.305  0.061
H -5.314 1.787 0.013  0.107
H -6.173 3.397 -0.268  0.111
H -4.691 4.588 1.194  0.104
H -2.914 5.331 -0.146  0.111
H -0.510 5.137 -1.248  0.105
H 0.832 0.995 -2.572  0.041
H 1.124 4.250 -2.962  0.080
H -4.661 -2.542 2.558  0.121
H 1.020 -2.359 0.895  0.123
H -0.560 -3.157 1.483  0.111
H 0.680 -3.261 3.241  0.023
H 1.578 -1.858 3.018  0.079
Br 1.321 -1.256 -4.766  0.626
C 3.220 -1.670 -4.625  -0.703
C 4.018 -0.446 -4.251  -0.696
Br 4.252 0.739 -5.783  0.639
H 3.521 -2.110 -5.576  0.009
H 3.288 -2.426 -3.842  0.034
H 5.029 -0.724 -3.951  0.003
H 3.557 0.146 -3.460  0.030
Br -1.327 -5.445 4.072  0.647
C -0.269 -7.081 4.004  -0.688
C 1.197 -6.775 3.825  -0.694
Br 1.597 -6.278 1.982  0.606
H -0.683 -7.694 3.203  0.053
H -0.445 -7.573 4.961  0.058
H 1.801 -7.663 4.016  0.057
H 1.548 -5.959 4.457  0.051
Br -6.131 -2.183 8.947  0.592
C -4.763 -2.533 7.603  -0.689
C -4.965 -1.675 6.379  -0.683
Br -6.418 -2.355 5.270  0.603
H -4.792 -3.602 7.390  0.053
H -3.817 -2.290 8.090  0.061
H -4.081 -1.705 5.738  0.034
H -5.204 -0.637 6.613  0.055
Br -9.468 -1.846 11.303  0.593
C -9.473 -0.004 11.942  -0.697
C -8.450 0.830 11.212  -0.695
Br -6.649 0.468 11.864  0.584
H -9.312 -0.040 13.019  0.051
H -10.481 0.363 11.741  0.056
H -8.612 1.892 11.404  0.056
H -8.439 0.657 10.136  0.051
Br 4.570 5.846 -6.897  0.584
C 5.652 4.225 -6.947  -0.722
C 7.115 4.549 -7.114  -0.693
Br 7.525 5.039 -8.956  0.598
H 5.253 3.600 -7.747  0.004
H 5.474 3.736 -5.987  0.030
H 7.729 3.670 -6.911  0.057
H 7.450 5.374 -6.485  0.051
Br 3.040 3.376 -9.847  0.623
C 1.354 2.464 -9.495  -0.685
C 1.584 1.082 -8.935  -0.699
Br 2.121 -0.166 -10.334  0.598
H 0.792 2.463 -10.429  0.051
H 0.839 3.092 -8.766  0.058
H 0.658 0.671 -8.530  0.058
H 2.358 1.049 -8.168  0.001
Br 6.087 -3.437 -3.008  0.640
C 7.479 -3.772 -4.332  -0.671
C 7.275 -2.928 -5.566  -0.676
Br 5.851 -3.648 -6.687  0.637
H 7.474 -4.843 -4.534  0.053
H 8.413 -3.505 -3.835  0.061
H 8.167 -2.947 -6.195  0.060
H 7.013 -1.894 -5.345  0.047
Br 5.905 -0.156 -0.739  0.595
C 5.851 1.691 -0.115  -0.680
C 6.861 2.543 -0.842  -0.693
Br 8.666 2.229 -0.171  0.588
H 6.002 1.666 0.964  0.056
H 4.836 2.033 -0.328  0.020
H 6.672 3.602 -0.659  0.059
H 6.886 2.361 -1.916  0.048

For the lowest unoccupied orbital energy, the calculation gives -2.37 eV. The calculation puts the HOMO-LUMO gap at 7.34 eV. As for the HOMO energy: -9.71 eV. The max |F| comes out at 5.16 eV Å⁻¹. The SMILES is CC[C@@H](Cl)c1ccc(P(=O)(O)O)c2c1C(=O)C(C(=O)NC(=O)F)=C(CN)C2=O.BrCCBr.BrCCBr.BrCCBr.BrCCBr.BrCCBr.BrCCBr.BrCCBr.BrCCBr. The total energy is -43969.2480 Eh.